The following is a quantum chemistry calculation of a molecular structure, C11H22F6N2O16S4V at a distorted geometry, from OMol25.

Element x y z (Å)
O: -0.5721 -0.5711 1.2129
V: 0.4032 0.1886 0.2370
O: 0.1982 1.7354 0.4498
C: 4.2561 -1.5227 0.9300
C: 2.9773 -0.7341 0.5536
O: 2.1842 -1.2668 -0.2460
O: 2.6279 0.3374 1.1094
H: 4.0872 -2.2270 1.7446
H: 5.0054 -0.8187 1.2922
H: 4.5542 -2.0022 -0.0023
C: -1.8393 -2.2829 -1.8361
F: -1.4736 -2.6376 -0.6055
F: -0.7522 -2.5758 -2.5695
F: -2.9110 -2.9241 -2.3513
S: -2.1519 -0.4236 -1.8339
O: -2.9655 -0.1500 -3.0368
O: -2.8078 -0.1009 -0.5557
N: -0.5244 0.1236 -1.7369
S: -0.2966 0.6503 -3.2647
O: -0.5256 -0.3578 -4.3181
O: -0.8520 1.9413 -3.5485
C: 1.6342 0.9354 -3.3258
F: 2.1840 -0.2443 -3.3817
F: 2.1001 1.4699 -4.4007
F: 2.0036 1.5434 -2.1923
O: -2.2776 -3.8874 2.6156
S: -0.9694 -4.5282 2.4995
O: -0.5566 -5.5693 3.3854
O: -0.8763 -5.1005 0.9717
C: -1.5695 -6.2932 0.5578
C: -2.3750 -5.8037 -0.6806
C: 0.3367 -3.2381 2.2302
H: -2.3395 -6.5737 1.2765
H: -0.8671 -7.1256 0.5136
H: -2.9359 -6.6564 -1.0631
H: -1.8488 -5.4356 -1.5614
H: -3.1622 -5.1074 -0.3914
H: 0.0969 -2.9304 1.2123
H: 1.3198 -3.6876 2.3699
H: 0.3452 -2.3438 2.8531
O: 3.3481 6.4850 -0.0873
S: 2.3170 5.9798 0.7573
O: 1.7988 6.7007 1.9140
O: 1.0751 5.3146 -0.1573
C: 1.1850 4.8511 -1.5027
C: 0.8315 5.8796 -2.5954
C: 2.9564 4.3398 1.4617
H: 0.3323 4.1767 -1.5816
H: 2.0126 4.1743 -1.7151
H: 1.1678 6.9043 -2.4373
H: -0.2557 5.8733 -2.6732
H: 1.1897 5.5774 -3.5795
H: 4.0272 4.3120 1.2596
H: 2.4531 3.4643 1.0514
H: 3.0137 4.3358 2.5501
C: -3.5346 0.5193 2.9472
N: -3.9854 1.8636 3.4568
O: -3.9055 2.8390 2.7802
O: -4.6181 1.8639 4.4925
H: -3.0649 0.6541 1.9729
H: -4.4002 -0.1385 2.8679
H: -2.8081 0.2249 3.7046

Atoms 1-6, force components in eV/Å:
O 0.5 0.5 -0.5
V 2.7 -0.7 1.1
O -0.2 0.0 -0.3
C -0.6 1.5 -0.6
C 0.5 -0.6 1.6
O -1.9 -0.2 -1.5

Results
- calculated total energy (eV) = -132826.7813
- charge = 0
- multiplicity = 2
- ⟨S²⟩ = 0.7699
- HOMO-LUMO gap (alpha / beta) (Eh) = 0.3158 / 0.1198


The following is a quantum chemistry calculation of a gas-phase ion, C11H22FN6S (charge +1) at a distorted geometry, from OMol25.

Element x y z (Å)
N: -4.5226 -1.7083 0.2052
C: -4.0432 -1.3813 1.5617
C: -2.8486 -2.2309 2.0385
C: -1.6288 -1.4191 2.5043
C: -0.5696 -1.0145 1.4481
C: -1.1282 -1.0328 0.0404
N: -0.1739 -0.4956 -0.9779
N: 1.0131 -0.1106 -0.5094
C: 1.8976 0.4081 -1.3311
C: 3.2024 0.8610 -0.7769
C: 3.1206 2.2562 -0.0936
N: 2.2365 2.2839 1.0778
N: 2.6665 3.2091 -1.0961
N: 4.4438 2.6520 0.3662
C: 1.5933 0.5497 -2.6999
F: 2.4765 1.0466 -3.4912
C: 0.3839 0.1172 -3.1852
C: -0.5119 -0.4226 -2.2655
S: -2.1137 -0.9077 -2.8345
H: -4.5582 -0.8885 -0.3826
H: -3.9269 -2.3891 -0.2437
H: -4.8648 -1.5204 2.2623
H: -3.7882 -0.3200 1.6106
H: -2.5953 -2.9776 1.2844
H: -3.1809 -2.8036 2.9028
H: -1.1277 -1.9437 3.3131
H: -2.0149 -0.4986 2.9435
H: 0.2687 -1.7072 1.5066
H: -0.2020 -0.0244 1.7028
H: -2.0240 -0.4197 -0.0284
H: -1.3642 -2.0513 -0.2501
H: 3.9172 0.9481 -1.5926
H: 3.5954 0.1293 -0.0719
H: 2.3877 1.4465 1.6341
H: 1.2654 2.2382 0.7905
H: 3.2111 4.0551 -0.9834
H: 1.7015 3.4739 -0.9392
H: 5.1690 2.0886 -0.0605
H: 4.4997 2.5240 1.3679
H: 0.1302 0.1844 -4.2314
H: -1.9927 -2.2043 -2.5155

Atoms 1-6, force components in eV/Å:
N 0.2 0.1 0.2
C 0.0 0.0 -0.3
C -0.1 0.0 0.4
C -0.2 0.3 -0.3
C -0.1 -0.4 0.2
C 0.2 0.3 0.3

Results
- calculated total energy (eV) = -34249.9138
- charge = +1
- multiplicity = 1
- HOMO-LUMO gap (Eh) = 0.2694


The following is a quantum chemistry calculation of C11H22N2O3S in the gas phase at a distorted geometry, from OMol25.

Element x y z (Å)
C: -1.5380 -1.0253 1.5937
C: -0.3005 -0.4685 0.9125
C: -1.3973 -2.5579 1.6184
C: -2.2296 -3.3723 2.6588
C: -3.8151 -3.0455 2.6834
C: -2.2200 -4.9027 2.4143
C: 0.6532 0.8764 -0.8773
C: 1.8500 0.0823 -1.3360
C: 1.0626 2.0961 -0.0782
C: 1.9354 3.0869 -0.8081
C: 1.9781 3.1192 -3.6455
H: -3.0299 0.3283 1.3638
H: -3.4641 -1.1722 0.6966
H: -1.5075 -0.7006 2.6014
H: -0.2876 -2.7773 1.8624
H: -1.6301 -3.0107 0.6749
H: -1.8459 -3.2005 3.7214
H: -4.2897 -3.7679 3.3313
H: -4.3179 -3.2621 1.7444
H: -4.1057 -2.0851 2.9292
H: -2.6700 -5.3567 3.3476
H: -1.1989 -5.2505 2.2138
H: -2.6915 -5.2514 1.4887
H: -1.4074 0.0806 -0.6145
H: 0.2214 1.3604 -1.7884
H: 1.6095 1.8953 0.7995
H: 0.1647 2.7095 0.1716
H: 2.2909 3.7780 -0.1240
H: 2.9049 2.7352 -1.2959
H: 1.3515 3.2905 -4.5095
H: 2.0204 2.0425 -3.2589
H: 2.9903 3.3917 -3.7144
H: 2.0222 -0.6898 0.4526
N: -2.6896 -0.5203 0.8030
N: -0.4858 0.1700 -0.2602
O: 0.7830 -0.5731 1.4561
O: 2.3345 0.2281 -2.4219
O: 2.4191 -0.6983 -0.4494
S: 1.1833 3.8986 -2.2118

Atoms 1-6, force components in eV/Å:
C -0.4 -1.2 -2.1
C -0.8 0.6 -0.3
C 1.2 -1.0 1.7
C -2.0 0.5 0.6
C 1.8 -2.0 -0.8
C 0.9 0.1 0.6

Results
- calculated total energy (eV) = -31721.7844
- energy relative to the best compared isomer or geometry (same formula, charge and spin) (kcal/mol) = 36.4
- charge = 0
- multiplicity = 1
- HOMO-LUMO gap (Eh) = 0.3230
- SMILES = CSCC[C@H](NC(=O)[C@@H](N)CC(C)C)C(=O)O


The following is a quantum chemistry calculation of 2 unconnected molecules or ions with the total composition C11H22N3O5 at a distorted geometry, from OMol25.

Element x y z (Å)
O: -0.9238 1.6264 -2.2477
O: 2.8265 -0.6899 -0.5852
O: 4.0314 2.0651 0.4592
O: 1.9520 -1.8440 1.0859
O: -2.9479 -3.2182 2.4301
C: 0.1777 1.3891 -1.7702
C: 2.2083 -0.7705 0.4971
C: 3.0052 2.3359 -0.1561
N: 3.1337 3.2118 -1.1642
N: -3.0764 -3.1605 -0.6469
N: 0.4371 1.8405 -0.5430
C: -3.1284 -2.8286 3.7943
C: 1.1849 0.6483 -2.6156
C: 2.1135 3.9883 -1.8692
C: -1.3917 -1.4353 -0.5112
C: -2.6019 -2.1167 1.5758
C: -2.0333 -2.6025 0.2312
C: 1.6943 0.5055 1.1773
C: 1.6299 1.8008 0.3380
H: 4.0975 3.4098 -1.3826
H: -2.6646 -3.4886 -1.5189
H: -3.7997 -2.4676 -0.8261
H: -0.3745 2.2652 -0.1312
H: -3.8545 -2.0132 3.8725
H: -2.1781 -2.4996 4.2274
H: -3.4982 -3.6782 4.3760
H: 0.9595 0.8121 -3.6655
H: 2.1955 0.9802 -2.4012
H: 1.1142 -0.4138 -2.3897
H: 1.3000 4.2555 -1.1932
H: 1.7161 3.4130 -2.7060
H: 2.5569 4.9053 -2.2584
H: -0.5805 -1.0136 0.0858
H: -2.1252 -0.6483 -0.7114
H: -0.9710 -1.7749 -1.4625
H: -1.8469 -1.4968 2.0720
H: -3.4836 -1.4924 1.3996
H: -1.2647 -3.3588 0.4318
H: 2.3310 0.6978 2.0424
H: 0.6947 0.3118 1.5706
H: 1.3847 2.5495 1.0893

Atoms 1-6, force components in eV/Å:
O -0.8 0.1 -0.2
O -0.1 1.0 -0.2
O -0.8 -0.3 0.2
O -0.4 0.3 0.7
O -0.1 0.3 0.3
C -0.1 -0.3 -1.6

Results
- calculated total energy (eV) = -26473.3958
- charge = -1
- multiplicity = 1
- HOMO-LUMO gap (Eh) = 0.2684


The following is a quantum chemistry calculation of a gas-phase ion, C11H22NO (charge +1) at a distorted geometry, from OMol25.

Element x y z (Å)
C: 2.9670 -2.0799 0.6546
C: 2.7343 -1.1269 -0.2667
C: 1.4487 -0.2884 -0.2771
C: 0.2829 -1.3137 -0.3183
C: -1.0340 -0.8400 -0.9622
C: -2.3092 -1.0416 -0.1111
C: -3.3818 -0.1047 -0.6853
C: -2.1124 -0.6634 1.3690
C: 1.4457 0.5105 1.0753
N: 1.2100 1.9853 0.9352
C: 0.2796 2.2345 -0.2082
C: 1.0086 1.8071 -1.4580
O: 1.5006 0.4883 -1.4617
H: 3.6369 -2.9034 0.4537
H: 2.4947 -2.0759 1.6313
H: 3.4697 -0.9432 -1.0397
H: 0.1460 -1.7569 0.6648
H: 0.6605 -2.1219 -0.9369
H: -1.0241 0.1954 -1.2916
H: -1.1844 -1.4313 -1.8630
H: -2.6778 -2.0594 -0.2109
H: -4.3254 -0.2186 -0.1588
H: -3.5162 -0.2845 -1.7507
H: -3.0725 0.9369 -0.5683
H: -1.8182 -1.5274 1.9590
H: -3.0452 -0.2735 1.7674
H: -1.3837 0.1425 1.4538
H: 2.3932 0.3908 1.5905
H: 0.7006 0.0812 1.7358
H: 0.9035 2.4109 1.8083
H: 2.0988 2.4276 0.6966
H: 0.0314 3.2898 -0.2819
H: -0.6421 1.6992 -0.0056
H: 0.3117 1.9182 -2.2900
H: 1.8027 2.5362 -1.6493

Atoms 1-6, force components in eV/Å:
C 0.0 0.8 -0.6
C 0.1 -0.7 0.9
C 0.9 -0.5 0.9
C 0.0 0.3 -1.0
C -0.4 -0.8 0.5
C -0.1 1.2 0.0

Results
- calculated total energy (eV) = -15293.1692
- energy relative to the best compared isomer or geometry (same formula, charge and spin) (kcal/mol) = 48.0
- charge = +1
- multiplicity = 1
- HOMO-LUMO gap (Eh) = 0.3471
- SMILES = C=C[C@@]1(CCC(C)C)C[NH2+]CCO1